Formula: C57H107BaN3O15
Source: the OMol25 dataset
Level of theory: ωB97M-V with the def2-TZVPD basis set

The geometry in XYZ format:
```
183
C57H107BaN3O15 (ωB97M-V with the def2-TZVPD basis set)
Ba 0.611 -3.810 -2.792
C -1.445 1.118 -1.358
C 0.064 1.013 -1.013
C 0.417 2.081 0.102
C 0.014 1.422 1.425
C 0.795 0.147 1.667
C 0.522 -0.935 0.614
N 0.609 -0.316 -0.697
O 0.559 -1.198 -1.812
C -0.862 -1.530 0.880
C 1.562 -2.071 0.919
C 0.820 1.651 -2.187
H -2.044 0.920 -0.473
H -1.566 0.448 -2.217
H -1.633 2.104 -1.785
H -0.213 2.970 0.036
H 1.447 2.429 0.031
H -1.059 1.266 1.527
H 0.437 2.014 2.245
H 0.606 -0.231 2.676
H 1.859 0.414 1.679
H -1.025 -2.461 0.330
H -1.655 -0.876 0.513
H -1.064 -1.801 1.920
H 1.416 -2.562 1.878
H 2.555 -1.616 0.880
H 1.473 -2.750 0.068
H 0.375 2.567 -2.593
H 0.748 1.078 -3.121
H 1.846 1.903 -1.927
C -2.152 3.024 4.966
C -3.403 2.346 4.289
C -2.997 1.512 3.077
C -2.147 0.304 3.501
C -3.092 -0.581 4.376
C -3.571 0.221 5.613
N -4.114 1.559 5.264
O -4.663 2.248 6.353
C -2.556 0.166 6.755
C -4.755 -0.626 6.073
C -4.332 3.408 3.678
H -1.679 3.712 4.263
H -1.413 2.253 5.206
H -2.409 3.417 5.948
H -2.323 2.045 2.397
H -3.859 1.102 2.548
H -1.253 0.606 4.056
H -1.721 -0.335 2.716
H -2.531 -1.506 4.543
H -3.913 -0.823 3.698
H -2.441 -0.824 7.209
H -2.606 0.924 7.534
H -1.547 0.270 6.323
H -5.243 -0.178 6.940
H -4.467 -1.644 6.355
H -5.503 -0.744 5.285
H -5.263 2.886 3.443
H -3.874 3.912 2.827
H -4.671 4.143 4.411
C 1.389 -1.592 4.926
C 0.357 -2.520 4.789
C 0.655 -3.798 4.405
C 1.958 -4.161 4.042
C 2.986 -3.243 4.169
C 2.699 -1.936 4.635
N 2.198 -5.503 3.539
O 1.344 -5.958 2.816
O 3.261 -6.056 3.779
H 1.280 -0.630 5.409
H -0.637 -2.113 4.916
H -0.156 -4.487 4.209
H 3.992 -3.570 3.940
H 3.548 -1.330 4.917
C -0.008 -2.739 -7.566
C 0.235 -2.275 -6.169
O 0.401 -3.145 -5.322
C 0.115 -0.829 -5.751
H -1.083 -2.840 -7.731
H 0.310 -3.784 -7.605
H 0.526 -2.289 -8.400
H 1.024 -0.286 -6.014
H 0.004 -0.795 -4.666
H -0.730 -0.353 -6.246
C -2.549 -5.169 1.005
C -1.310 -5.356 0.165
O -1.052 -4.466 -0.637
C -0.516 -6.612 0.268
H -2.271 -4.921 2.030
H -3.219 -6.030 0.959
H -3.172 -4.366 0.612
H -0.464 -6.981 1.293
H 0.517 -6.382 -0.006
H -0.867 -7.434 -0.355
C 3.323 -0.555 -4.350
C 3.876 -1.826 -3.785
O 3.138 -2.619 -3.233
C 5.351 -2.136 -3.966
H 3.223 -0.524 -5.435
H 3.958 0.276 -4.035
H 2.328 -0.358 -3.946
H 5.602 -3.174 -3.767
H 5.989 -1.443 -3.417
H 5.555 -1.936 -5.022
C 4.925 2.981 0.567
C 4.632 2.658 -0.872
O 4.466 3.510 -1.711
C 4.483 1.176 -1.162
H 5.971 2.711 0.739
H 4.240 2.509 1.264
H 4.928 4.071 0.631
H 3.976 0.681 -0.333
H 5.482 0.738 -1.209
H 3.885 1.094 -2.066
C 0.235 5.042 2.232
C 0.478 6.183 1.265
O 0.552 7.325 1.650
C 0.774 5.861 -0.203
H 0.389 5.368 3.259
H 0.972 4.265 2.007
H -0.737 4.546 2.204
H 0.268 4.928 -0.448
H 1.853 5.762 -0.329
H 0.435 6.658 -0.861
C 2.154 4.026 -7.368
C 2.893 4.551 -6.141
O 3.541 5.561 -6.203
C 2.676 3.799 -4.813
H 1.800 4.978 -7.778
H 1.246 3.449 -7.199
H 2.784 3.578 -8.134
H 2.944 4.440 -3.974
H 3.262 2.885 -4.896
H 1.608 3.676 -4.621
C -3.294 2.245 -6.786
C -1.907 2.497 -6.239
O -0.958 2.143 -6.903
C -1.853 3.342 -4.979
H -4.042 3.036 -6.835
H -3.755 1.431 -6.212
H -3.294 1.817 -7.790
H -1.841 4.403 -5.236
H -0.965 3.127 -4.387
H -2.808 3.178 -4.481
C 4.626 -3.349 -0.442
C 4.092 -4.764 -0.351
O 3.023 -5.037 -0.871
C 4.768 -5.718 0.573
H 4.966 -3.077 0.557
H 3.767 -2.735 -0.706
H 5.393 -3.277 -1.212
H 4.468 -6.746 0.370
H 4.448 -5.519 1.598
H 5.853 -5.649 0.489
C -4.202 -0.474 1.986
C -4.950 -1.733 1.578
O -4.705 -2.824 2.038
C -5.990 -1.561 0.499
H -3.655 -0.571 2.922
H -4.905 0.344 2.154
H -3.566 -0.231 1.132
H -6.691 -0.744 0.657
H -6.537 -2.498 0.377
H -5.521 -1.480 -0.481
C -3.816 -1.943 -2.183
C -2.835 -1.942 -3.326
O -1.941 -2.757 -3.452
C -3.201 -1.026 -4.473
H -4.006 -0.877 -2.050
H -3.420 -2.411 -1.285
H -4.768 -2.378 -2.492
H -3.640 -1.599 -5.288
H -2.323 -0.427 -4.705
H -3.984 -0.377 -4.081
C 1.559 1.876 4.309
C 1.849 3.336 4.102
O 1.099 4.176 4.512
C 3.053 3.711 3.208
H 2.137 1.618 5.200
H 1.888 1.277 3.459
H 0.482 1.771 4.432
H 2.933 3.440 2.163
H 3.921 3.222 3.657
H 3.164 4.788 3.316
```

Output
Energy above the lowest of the compared OMol25 structures with the same formula, charge and spin   174.19 kcal/mol
Largest force on an atom   0.120 Eh/bohr
Kohn-Sham gap   1.95 eV
Charge   0
E_HOMO   -3.15 eV

Löwdin atomic charge list, values in e, 5 entries: 1.949 -0.008 -0.461 -0.108 -0.166